(1)
C37H44BF3N2O2 | the ωB97M-V functional and the def2-TZVPD basis

Results
- LUMO: -0.109 hartree
- Energy relative to the best compared isomer or geometry (same formula, charge and spin): 0.099 eV
- Total energy: -54985.8142 eV
- HOMO energy: -5.4 eV
- HOMO-LUMO gap: 2.45 eV
- Total charge: 0

Positions of all 89 atoms, in Å:
C  -6.921  -0.020  4.328
N  -5.676  -0.412  4.955
C  -5.761  -1.351  6.066
C  -4.483  0.124  4.573
C  -4.402  1.294  3.747
C  -3.184  1.728  3.273
C  -1.961  1.051  3.586
C  -0.753  1.437  2.968
C  0.519  0.981  3.466
C  1.493  1.866  4.021
C  2.627  1.388  4.654
C  2.951  -0.007  4.598
N  4.135  -0.528  5.060
C  5.065  0.231  5.873
C  4.632  -1.790  4.528
C  2.002  -0.883  4.004
C  0.811  -0.413  3.500
C  -2.047  0.017  4.584
C  -3.265  -0.469  5.009
H  -6.712  0.361  3.325
H  -7.583  -0.891  4.259
H  -7.417  0.772  4.910
H  -5.002  -1.119  6.825
H  -6.751  -1.279  6.534
H  -5.601  -2.397  5.752
H  -5.309  1.852  3.492
H  -3.126  2.614  2.643
H  -0.805  2.263  2.268
H  1.272  2.944  3.991
H  3.305  2.080  5.165
H  4.646  0.438  6.867
H  5.988  -0.359  5.980
H  5.307  1.200  5.407
H  4.968  -1.658  3.479
H  5.475  -2.142  5.147
H  3.851  -2.570  4.530
H  2.206  -1.956  3.957
H  0.086  -1.140  3.131
H  -1.137  -0.404  5.008
H  -3.310  -1.334  5.677
C  -2.409  -1.599  -6.234
C  -1.278  -2.167  -5.402
C  -1.067  -3.633  -5.744
C  0.047  -1.416  -5.729
O  0.238  -0.226  -4.973
B  -0.138  -0.152  -3.612
C  1.130  -0.391  -2.608
C  2.430  -0.435  -3.097
C  3.489  -0.609  -2.210
C  3.242  -0.751  -0.852
C  4.395  -0.972  0.075
F  3.989  -1.436  1.299
F  5.282  -1.886  -0.412
F  5.090  0.186  0.304
C  1.944  -0.686  -0.361
C  0.880  -0.548  -1.252
C  -0.569  1.571  -3.238
C  -1.894  1.762  -3.946
C  0.552  2.384  -3.790
C  1.487  2.984  -2.931
C  2.627  3.610  -3.432
C  2.847  3.665  -4.815
C  1.890  3.133  -5.686
C  0.743  2.515  -5.182
O  -1.275  -0.898  -3.215
C  -1.642  -2.096  -3.885
H  -2.570  -0.545  -5.985
H  -2.160  -1.686  -7.297
H  -3.323  -2.166  -6.030
H  -0.240  -4.040  -5.145
H  -1.972  -4.216  -5.531
H  -0.812  -3.750  -6.804
H  0.910  -2.088  -5.555
H  0.052  -1.097  -6.785
H  2.648  -0.305  -4.161
H  4.497  -0.619  -2.605
H  1.740  -0.738  0.701
H  -0.145  -0.538  -0.876
H  -0.635  1.628  -2.145
H  -2.707  1.176  -3.499
H  -2.185  2.823  -3.950
H  -1.781  1.447  -4.994
H  1.295  2.921  -1.856
H  3.344  4.033  -2.733
H  3.745  4.144  -5.211
H  2.036  3.174  -6.769
H  -0.004  2.126  -5.879
H  -2.732  -2.185  -3.762
H  -1.166  -2.933  -3.339

(2)
C37H44BiN5S | the ωB97M-V functional and the def2-TZVPD basis

Results
- LUMO: -0.047 hartree
- Total energy: -63210.8951 eV
- HOMO energy: -7.0 eV
- HOMO-LUMO gap: 5.72 eV
- Total charge: 0

Positions of all 88 atoms, in Å:
Bi  0.306  1.313  0.268
C  3.077  1.516  -5.259
C  2.778  0.089  -4.782
C  2.566  0.027  -3.301
C  3.485  -0.295  -2.347
C  4.897  -0.743  -2.568
C  5.005  -2.257  -2.785
C  2.828  -0.180  -1.069
C  3.403  -0.512  0.149
C  2.749  -0.625  1.371
C  3.336  -1.087  2.610
C  4.756  -1.527  2.792
C  4.947  -3.011  2.451
C  2.332  -1.101  3.532
C  1.139  -0.631  2.855
C  -0.115  -0.519  3.443
C  -1.305  -0.125  2.843
N  -1.440  0.288  1.552
C  -2.749  0.591  1.363
C  -3.283  1.026  0.154
C  -2.619  1.117  -1.060
N  -1.282  0.884  -1.262
C  -1.060  0.941  -2.610
C  0.156  0.703  -3.230
C  1.342  0.345  -2.614
N  1.530  0.218  -1.264
C  -2.294  1.241  -3.291
C  -3.256  1.357  -2.333
C  -4.717  1.618  -2.523
C  -5.528  0.325  -2.676
C  -2.435  1.379  -4.773
C  -2.497  0.029  -5.500
C  -3.494  0.355  2.583
C  -2.596  -0.097  3.502
C  -2.852  -0.441  4.938
C  -2.513  0.730  5.872
C  -4.974  0.522  2.740
C  -5.746  -0.720  2.274
N  1.428  -0.365  1.549
C  2.428  -1.453  4.984
C  2.589  -0.203  5.862
H  3.239  1.537  -6.338
H  3.975  1.901  -4.771
H  2.257  2.195  -5.016
H  3.609  -0.566  -5.050
H  1.894  -0.295  -5.297
H  5.513  -0.454  -1.715
H  5.303  -0.218  -3.435
H  4.607  -2.801  -1.926
H  6.045  -2.554  -2.930
H  4.434  -2.563  -3.664
H  4.452  -0.782  0.129
H  5.059  -1.349  3.826
H  5.413  -0.921  2.166
H  4.343  -3.636  3.111
H  5.992  -3.308  2.556
H  4.633  -3.213  1.425
H  -0.179  -0.807  4.486
H  -4.344  1.239  0.139
H  0.175  0.788  -4.308
H  -4.856  2.240  -3.408
H  -5.099  2.193  -1.678
H  -5.203  -0.228  -3.559
H  -6.593  0.542  -2.782
H  -5.394  -0.322  -1.807
H  -1.597  1.970  -5.149
H  -3.341  1.946  -4.993
H  -1.612  -0.574  -5.287
H  -2.560  0.177  -6.580
H  -3.371  -0.543  -5.183
H  -2.272  -1.320  5.224
H  -3.903  -0.707  5.060
H  -1.466  1.020  5.764
H  -2.693  0.467  6.916
H  -3.125  1.600  5.626
H  -5.306  1.391  2.169
H  -5.210  0.727  3.785
H  -5.531  -0.937  1.227
H  -6.823  -0.577  2.384
H  -5.455  -1.593  2.861
H  3.280  -2.117  5.141
H  1.540  -2.005  5.296
H  3.488  0.347  5.579
H  2.667  -0.473  6.916
H  1.736  0.467  5.739
S  0.442  4.372  -3.701
C  0.675  3.744  -2.232
N  0.840  3.280  -1.160

(3)
C37H44MoN9O4 | the ωB97M-V functional and the def2-TZVPD basis

Results
- LUMO (spin up / spin down): -0.308 / -0.339 hartree
- Total energy: -62519.8100 eV
- HOMO energy (spin up / spin down): -14.7 / -14.7 eV
- Multiplicity: 3
- HOMO-LUMO gap (spin up / spin down): 6.34 / 5.49 eV
- Total charge: +3

Positions of all 95 atoms, in Å:
Mo  -0.164  -0.061  0.344
C  -0.521  0.840  -3.298
C  -1.308  1.671  -2.339
C  -2.289  2.501  -2.883
C  -2.994  3.378  -2.092
C  -2.658  3.457  -0.749
C  -1.685  2.612  -0.264
N  -1.049  1.675  -1.014
C  -1.232  2.681  1.133
C  -1.592  3.702  1.996
C  -1.062  3.723  3.272
C  -0.171  2.734  3.646
C  0.158  1.739  2.741
N  -0.376  1.712  1.506
C  1.128  0.675  3.029
C  1.775  0.603  4.244
C  2.714  -0.395  4.440
C  2.963  -1.264  3.404
C  2.279  -1.161  2.194
C  2.645  -2.148  1.129
N  1.350  -0.191  2.011
H  -0.354  1.423  -4.203
H  0.439  0.559  -2.887
H  -1.075  -0.052  -3.591
H  -2.465  2.455  -3.949
H  -3.764  4.011  -2.511
H  -3.155  4.162  -0.101
H  -2.260  4.483  1.672
H  -1.328  4.511  3.963
H  0.270  2.749  4.630
H  1.560  1.306  5.032
H  3.238  -0.486  5.381
H  3.693  -2.054  3.513
H  3.313  -1.689  0.401
H  3.188  -2.973  1.585
H  1.776  -2.556  0.628
C  2.039  2.725  -0.376
N  2.888  1.551  -0.212
C  4.331  1.804  -0.087
C  4.937  0.880  -1.131
N  3.852  -0.090  -1.363
C  4.186  -1.211  -2.253
C  2.682  0.386  -0.897
N  1.469  -0.176  -0.970
C  1.300  -1.371  -1.813
C  -0.138  -1.939  -1.860
N  -1.194  -1.165  -1.173
C  -2.415  -1.730  -1.263
N  -2.718  -2.889  -1.915
C  -2.103  -3.551  -3.077
C  -4.160  -3.174  -1.811
C  -4.637  -2.203  -0.753
N  -3.530  -1.254  -0.678
C  -3.775  -0.066  0.102
H  2.484  3.410  -1.102
H  1.930  3.250  0.572
H  1.064  2.428  -0.739
H  4.671  1.565  0.921
H  4.544  2.853  -0.282
H  5.816  0.357  -0.761
H  5.197  1.381  -2.066
H  5.268  -1.209  -2.355
H  3.759  -1.081  -3.245
H  3.904  -2.172  -1.837
H  1.936  -2.170  -1.446
H  1.609  -1.156  -2.835
H  -0.116  -2.946  -1.441
H  -0.370  -2.022  -2.917
H  -1.960  -2.869  -3.915
H  -2.811  -4.310  -3.401
H  -1.178  -4.061  -2.835
H  -4.309  -4.215  -1.533
H  -4.636  -2.999  -2.778
H  -4.789  -2.674  0.222
H  -5.553  -1.685  -1.033
H  -3.915  -0.301  1.156
H  -4.680  0.409  -0.284
H  -2.957  0.628  0.002
O  -0.228  -2.053  1.095
C  -1.192  -1.791  1.911
O  -1.579  -0.567  1.852
C  -1.752  -2.779  2.787
C  -2.768  -2.416  3.673
C  -3.334  -3.346  4.539
C  -2.838  -4.631  4.468
O  -3.219  -5.686  5.190
C  -2.411  -6.804  4.766
O  -1.543  -6.315  3.732
C  -1.820  -5.001  3.582
C  -1.252  -4.106  2.729
H  -3.115  -1.392  3.689
H  -4.118  -3.086  5.234
H  -3.062  -7.577  4.362
H  -1.817  -7.150  5.610
H  -0.466  -4.389  2.044

(4)
C37H44N5OSSiV | the ωB97M-V functional and the def2-TZVPD basis

Results
- LUMO (spin up / spin down): -0.127 / -0.128 hartree
- Energy relative to the best compared isomer or geometry (same formula, charge and spin): 0.582 eV
- Total energy: -92978.5620 eV
- HOMO energy (spin up / spin down): -9.1 / -9.5 eV
- Multiplicity: 4
- HOMO-LUMO gap (spin up / spin down): 5.68 / 6.04 eV
- Total charge: +1

Positions of all 90 atoms, in Å:
V  0.130  0.303  0.348
C  -3.967  -1.543  -0.399
C  -3.107  -0.923  0.675
C  -3.047  0.475  0.722
C  -3.785  1.279  -0.315
C  -2.351  1.125  1.751
C  -2.553  2.606  1.971
C  -1.569  0.375  2.644
C  -0.857  1.074  3.781
C  -1.614  -1.035  2.581
C  -0.947  -1.890  3.636
C  -2.424  -1.681  1.635
C  -2.575  -3.178  1.749
H  -5.003  -1.212  -0.303
H  -3.969  -2.627  -0.376
H  -3.631  -1.234  -1.391
H  -4.866  1.247  -0.151
H  -3.599  0.886  -1.315
H  -3.473  2.320  -0.321
H  -1.862  3.224  1.392
H  -2.433  2.871  3.019
H  -3.561  2.898  1.684
H  -1.538  1.223  4.624
H  -0.492  2.058  3.487
H  -0.006  0.514  4.159
H  -1.686  -2.229  4.368
H  -0.178  -1.366  4.195
H  -0.498  -2.789  3.213
H  -1.637  -3.700  1.545
H  -3.322  -3.581  1.075
H  -2.878  -3.450  2.762
C  0.723  3.645  -2.598
Si  -0.376  3.233  -1.142
C  -1.878  4.349  -1.210
C  0.571  3.741  0.402
N  -0.698  1.531  -1.013
C  -1.160  0.873  -2.158
C  -1.719  1.488  -3.289
C  -2.071  0.771  -4.424
C  -1.875  -0.598  -4.486
C  -1.360  -1.256  -3.376
C  -1.059  -0.525  -2.250
O  -0.567  -1.118  -1.057
C  -0.459  -2.506  -0.924
C  0.769  -3.017  -0.548
C  0.883  -4.383  -0.308
C  -0.213  -5.216  -0.474
C  -1.430  -4.681  -0.880
C  -1.565  -3.319  -1.098
H  1.275  4.570  -2.410
H  0.171  3.782  -3.529
H  1.433  2.831  -2.758
H  -1.571  5.322  -1.604
H  -2.287  4.522  -0.212
H  -2.689  3.982  -1.838
H  0.399  4.806  0.581
H  1.650  3.604  0.280
H  0.243  3.212  1.302
H  -1.875  2.556  -3.286
H  -2.493  1.296  -5.270
H  -2.120  -1.157  -5.378
H  -1.189  -2.322  -3.406
H  1.629  -2.362  -0.482
H  1.839  -4.792  -0.010
H  -0.119  -6.278  -0.297
H  -2.288  -5.326  -1.016
H  -2.510  -2.892  -1.402
S  2.172  0.329  -1.259
C  3.659  0.554  -0.499
N  4.407  1.638  -0.873
C  5.643  1.899  -0.413
C  6.192  1.055  0.503
C  5.392  -0.032  0.891
N  4.187  -0.281  0.428
H  3.979  2.237  -1.572
H  6.135  2.779  -0.802
H  7.179  1.218  0.903
H  5.772  -0.744  1.618
N  3.066  -3.616  3.940
C  2.885  -2.523  3.643
C  2.667  -1.151  3.262
C  3.356  -0.107  3.862
C  3.097  1.177  3.417
C  2.158  1.374  2.422
N  1.466  0.369  1.857
C  1.737  -0.877  2.273
H  4.069  -0.304  4.652
H  3.602  2.031  3.847
H  1.933  2.367  2.063
H  1.193  -1.698  1.817

(5)
C37H44N5P2ReSSi | the ωB97M-V functional and the def2-TZVPD basis

Results
- LUMO (spin up / spin down): -0.356 / -0.362 hartree
- Total energy: -85932.7397 eV
- HOMO energy (spin up / spin down): -14.2 / -14.2 eV
- Multiplicity: 2
- HOMO-LUMO gap (spin up / spin down): 4.53 / 4.38 eV
- Total charge: +3

Positions of all 91 atoms, in Å:
Re  -1.029  0.688  -1.011
C  5.670  -2.409  3.800
S  5.074  -1.046  2.773
C  3.634  -0.495  3.747
C  2.570  0.064  2.810
C  2.004  -1.002  1.881
N  0.991  -0.468  0.964
P  -0.704  -0.480  1.046
C  -1.269  0.338  2.533
C  -1.157  -0.318  3.763
C  -1.536  0.336  4.922
C  -2.037  1.632  4.862
C  -2.166  2.281  3.641
C  -1.782  1.636  2.476
C  -1.179  -2.204  1.161
C  -0.348  -3.196  0.634
C  -0.773  -4.513  0.613
C  -2.028  -4.847  1.113
C  -2.856  -3.865  1.639
C  -2.437  -2.543  1.662
P  1.142  0.069  -0.601
C  2.676  -0.518  -1.277
C  2.723  -1.786  -1.862
C  3.929  -2.281  -2.322
C  5.084  -1.514  -2.202
C  5.041  -0.255  -1.621
C  3.837  0.248  -1.152
C  1.103  1.901  -0.603
C  0.850  2.619  0.583
C  0.865  4.003  0.577
C  1.157  4.686  -0.600
C  1.421  3.995  -1.780
C  1.391  2.612  -1.785
H  6.563  -2.799  3.318
H  4.913  -3.188  3.867
H  5.922  -2.050  4.796
H  3.970  0.290  4.426
H  3.262  -1.328  4.345
H  2.996  0.879  2.216
H  1.764  0.496  3.413
H  1.557  -1.822  2.448
H  2.808  -1.431  1.277
H  -0.794  -1.338  3.812
H  -1.456  -0.168  5.875
H  -2.340  2.133  5.771
H  -2.570  3.283  3.602
H  -1.888  2.137  1.519
H  0.635  -2.945  0.253
H  -0.125  -5.284  0.220
H  -2.353  -5.878  1.104
H  -3.825  -4.131  2.041
H  -3.083  -1.781  2.081
H  1.818  -2.373  -1.976
H  3.975  -3.256  -2.787
H  6.024  -1.899  -2.574
H  5.941  0.338  -1.540
H  3.799  1.235  -0.706
H  0.673  2.083  1.508
H  0.679  4.550  1.491
H  1.192  5.768  -0.595
H  1.658  4.536  -2.686
H  1.618  2.070  -2.695
N  -4.971  -0.683  -1.445
C  -4.442  -1.941  -1.541
C  -3.090  -1.807  -1.411
N  -2.800  -0.480  -1.247
C  -3.955  0.180  -1.270
C  -3.866  1.611  -1.132
N  -2.634  2.116  -0.999
C  -2.773  3.484  -0.899
C  -4.092  3.795  -0.969
N  -4.764  2.600  -1.113
H  -5.954  -0.463  -1.508
H  -5.056  -2.811  -1.691
H  -2.328  -2.567  -1.425
H  -1.924  4.137  -0.797
H  -4.607  4.739  -0.937
H  -5.767  2.511  -1.199
C  -1.048  2.100  -3.981
Si  -0.740  0.298  -3.484
C  0.846  -0.419  -4.167
C  -2.123  -0.719  -4.245
H  -0.881  2.101  -5.062
H  -0.413  2.861  -3.537
H  -2.087  2.383  -3.804
H  0.808  -0.313  -5.255
H  0.908  -1.485  -3.949
H  1.773  0.037  -3.822
H  -2.057  -0.579  -5.328
H  -3.119  -0.397  -3.939
H  -2.033  -1.788  -4.056